# C3H11NO3

A cluster of 3 separate species, C3H11NO3 in total in a non-equilibrium geometry (ωB97M-V/def2-TZVPD, the OMol25 dataset).

Last column: natural (NBO) charge in e.
Geometry (Å):
C (-0.0058, 0.4365, 1.4440)  0.535
N (0.4427, -0.3267, 0.3186)  -0.685
C (1.7375, -0.0368, -0.0692)  -0.216
C (2.4639, -0.9781, -1.0294)  -0.611
O (-1.0884, 0.0605, 1.8864)  -0.605
H (0.6734, 1.2409, 1.7899)  0.148
H (-0.1637, -0.9412, -0.3570)  0.444
H (2.3690, -0.1299, 0.8894)  0.171
H (1.8504, 1.0659, -0.3630)  0.175
H (3.3649, -0.4580, -1.3873)  0.225
H (1.7910, -1.2179, -1.9173)  0.196
H (2.6859, -1.9445, -0.6406)  0.214
H (-2.2501, -1.9230, 0.7928)  0.493
H (-2.8480, -0.7698, -0.1161)  0.481
O (-2.3324, -1.6170, -0.1617)  -0.965
H (-0.6766, 1.5769, -1.5270)  0.451
H (-1.5378, 2.7419, -1.9734)  0.479
O (-0.7706, 2.3709, -1.6613)  -0.929

Cartesian forces (eV/Å) of the 3 atoms listed first:
-2.56 -4.10 -2.49
-2.06 0.00 -0.17
4.18 1.36 1.07

Computed properties:
**Strongest force on any atom**: 13.168 eV/A
**Charge**: 0
**M**: 109.12 g/mol
**E_HOMO**: -9.21 eV
**ΔE to the lowest compared entry with this formula, charge and spin**: 2.945 eV
**Frontier orbital gap**: 9.9 eV
**Energy**: -10920.061 eV
**Structure (SMILES)**: CCNC=O.O.O